{"formula": "CHCl3F2Si", "method": "ωB97M-V/def2-TZVPD", "total_charge": 0, "molar_mass_da": 185.5, "homo_energy_ev": -9.6, "fmax_ev_per_a": 3.154, "relative_energy_kcal_mol": 49.3, "lumo_energy_ha": -0.040, "orbital_gap_ev": 8.5, "elements": ["C", "F", "F", "Si", "Cl", "Cl", "Cl", "H"], "coordinates": [[-1.410, -0.101, 1.690], [1.930, -0.880, -2.332], [0.469, 1.112, -2.354], [0.728, -0.163, -1.381], [-2.064, 1.243, 2.354], [1.653, 0.230, 0.339], [-0.580, -1.002, 2.791], [-0.726, -0.439, -1.107]], "forces_ev_per_angstrom": [[-0.06, -0.65, -1.81], [-2.33, 0.30, 1.75], [0.34, -0.41, 0.87], [0.67, 0.90, -2.95], [-0.71, 1.48, 0.77], [0.36, 0.17, 0.45], [0.70, -0.86, 1.12], [1.03, -0.94, -0.21]]}

{"formula": "C12H36O6S6", "method": "ωB97M-V/def2-TZVPD", "total_charge": 0, "molar_mass_da": 468.8, "homo_energy_ev": -8.7, "fmax_ev_per_a": 3.780, "relative_energy_kcal_mol": 21.9, "lumo_energy_ha": 0.008, "orbital_gap_ev": 8.9, "elements": ["C", "S", "O", "C", "H", "H", "H", "H", "H", "H", "C", "S", "O", "C", "H", "H", "H", "H", "H", "H", "C", "S", "O", "C", "H", "H", "H", "H", "H", "H", "C", "S", "O", "C", "H", "H", "H", "H", "H", "H", "C", "S", "O", "C", "H", "H", "H", "H", "H", "H", "C", "S", "O", "C", "H", "H", "H", "H", "H", "H"], "coordinates": [[-3.098, -3.036, 3.868], [-2.899, -1.956, 2.404], [-1.586, -2.369, 1.787], [-4.271, -2.757, 1.426], [-4.127, -3.006, 4.166], [-2.383, -2.723, 4.617], [-2.831, -4.060, 3.574], [-3.989, -3.774, 1.168], [-4.370, -2.192, 0.501], [-5.202, -2.748, 2.015], [1.523, -0.624, 2.418], [1.629, 1.182, 1.909], [0.218, 1.610, 1.515], [1.841, 2.057, 3.570], [0.891, -1.163, 1.690], [0.980, -0.696, 3.370], [2.505, -1.027, 2.470], [2.540, 1.524, 4.225], [0.802, 2.050, 3.910], [2.169, 3.078, 3.339], [1.256, -3.684, -1.986], [1.494, -3.319, -0.119], [2.853, -3.950, 0.203], [0.268, -4.597, 0.342], [0.203, -3.363, -2.119], [1.307, -4.757, -2.140], [1.998, -3.086, -2.520], [0.227, -4.502, 1.403], [0.578, -5.583, 0.061], [-0.670, -4.354, -0.172], [4.369, 2.850, -0.502], [5.893, 3.772, -0.228], [6.568, 2.978, 0.864], [6.787, 3.258, -1.729], [4.626, 1.844, -0.802], [3.922, 3.332, -1.364], [3.795, 2.947, 0.391], [6.175, 3.570, -2.601], [6.946, 2.173, -1.674], [7.753, 3.734, -1.827], [-4.145, 1.517, -1.873], [-4.009, 2.742, -3.192], [-4.936, 2.211, -4.226], [-4.860, 4.146, -2.296], [-3.556, 1.849, -1.046], [-3.677, 0.640, -2.310], [-5.243, 1.362, -1.696], [-5.755, 3.619, -1.897], [-5.105, 4.861, -3.062], [-4.262, 4.561, -1.501], [1.028, 1.209, -1.698], [-0.488, 0.413, -2.429], [-0.125, -0.854, -3.148], [-1.246, -0.136, -0.797], [1.526, 0.432, -1.132], [0.743, 2.010, -0.999], [1.548, 1.657, -2.546], [-1.589, 0.696, -0.173], [-0.462, -0.753, -0.353], [-2.076, -0.813, -1.049]], "forces_ev_per_angstrom": [[0.60, -0.32, -1.05], [0.08, -1.13, -0.25], [-0.82, 0.28, 0.19], [0.50, 0.34, 0.44], [-0.42, 0.16, 0.51], [-0.13, 0.27, 0.26], [-0.10, 0.27, -0.12], [0.15, -0.12, 0.18], [-0.12, 0.13, 0.07], [0.37, 0.14, -0.28], [-1.52, 1.26, 0.18], [-1.20, -0.06, 0.55], [1.25, -0.42, 0.22], [-0.18, -0.91, -1.10], [0.45, 0.52, 0.03], [0.32, 0.10, -0.10], [0.84, -0.35, 0.06], [-0.22, 0.22, -0.17], [0.26, 0.05, 0.29], [-0.04, -0.36, 0.08], [-0.93, 1.02, 1.81], [1.52, -2.84, -1.97], [-1.45, 1.17, 0.09], [-0.10, 1.20, -0.52], [0.77, 0.15, -0.55], [0.43, -0.02, 0.11], [-0.38, -0.21, -0.06], [-0.56, -0.11, 0.77], [0.60, -0.38, -0.28], [0.06, 0.05, 0.53], [0.95, 0.68, -1.42], [1.14, -1.34, 0.80], [-0.24, 0.83, -0.28], [-0.95, 0.00, -0.58], [0.00, -0.40, 0.39], [-0.63, 0.14, -0.05], [-0.46, -0.14, 0.46], [0.32, -0.40, 0.32], [-0.28, 0.29, -0.04], [0.12, 0.32, 0.40], [-0.83, 0.22, -0.84], [0.03, 0.28, 0.29], [-0.12, 0.47, 0.03], [-0.63, -2.15, -0.35], [0.07, 0.14, 0.84], [-0.16, -0.22, 0.06], [1.12, 0.07, 0.09], [0.31, 0.84, -0.19], [-0.15, 0.30, -0.13], [0.34, 0.07, 0.16], [-1.24, -0.05, -0.18], [-0.56, 0.08, 0.87], [0.24, 0.62, 0.64], [0.46, -0.27, -1.10], [0.58, -0.10, -0.20], [-0.24, -0.34, -0.23], [0.32, -0.42, 0.17], [0.43, -0.21, -0.13], [-0.16, 0.23, 0.37], [0.22, 0.34, -0.11]]}

{"formula": "C15H25NO5SScTe", "method": "ωB97M-V/def2-TZVPD", "total_charge": 1, "molar_mass_da": 504.0, "homo_energy_ev": -10.0, "fmax_ev_per_a": 0.156, "relative_energy_kcal_mol": 0.0, "lumo_energy_ha": -0.080, "orbital_gap_ev": 7.8, "elements": ["Sc", "C", "C", "O", "C", "C", "O", "C", "C", "O", "C", "C", "O", "H", "H", "H", "H", "H", "H", "H", "H", "H", "H", "H", "H", "H", "H", "H", "H", "N", "C", "O", "C", "C", "H", "H", "H", "H", "H", "H", "Te", "C", "C", "C", "C", "S", "H", "H", "H"], "coordinates": [[0.366, 0.647, -0.466], [0.429, -2.180, 1.002], [-0.736, -2.389, 0.067], [-0.539, -1.482, -1.018], [-1.691, -1.251, -1.832], [-2.709, -0.426, -1.061], [-1.944, 0.486, -0.272], [-2.700, 1.205, 0.702], [-1.776, 2.263, 1.270], [-0.453, 1.741, 1.455], [-0.155, 1.063, 2.675], [-0.293, -0.432, 2.507], [0.507, -0.797, 1.377], [1.364, -2.403, 0.492], [0.348, -2.807, 1.892], [-1.688, -2.187, 0.566], [-0.751, -3.417, -0.304], [-2.124, -2.195, -2.172], [-1.326, -0.704, -2.700], [-3.327, -1.038, -0.397], [-3.357, 0.122, -1.748], [-3.057, 0.500, 1.462], [-3.567, 1.677, 0.234], [-2.159, 2.664, 2.210], [-1.653, 3.070, 0.551], [-0.801, 1.417, 3.482], [0.878, 1.318, 2.909], [-1.333, -0.723, 2.337], [0.077, -0.948, 3.396], [4.240, 2.191, 0.069], [3.158, 1.536, -0.331], [2.120, 1.549, 0.377], [3.166, 0.802, -1.642], [2.030, -0.220, -1.654], [4.217, 2.729, 0.921], [5.075, 2.196, -0.491], [4.165, 0.391, -1.819], [2.998, 1.564, -2.411], [2.380, -1.159, -1.205], [1.748, -0.461, -2.682], [-0.052, 2.959, -2.104], [-2.053, 2.611, -2.661], [-3.182, 3.204, -2.167], [-4.377, 2.780, -2.816], [-4.137, 1.896, -3.823], [-2.459, 1.579, -3.973], [-3.157, 3.950, -1.384], [-5.363, 3.144, -2.565], [-4.847, 1.440, -4.494]], "forces_ev_per_angstrom": [[0.04, -0.02, 0.09], [0.03, 0.02, 0.03], [-0.01, -0.02, -0.01], [0.04, 0.01, 0.00], [-0.06, -0.03, -0.03], [0.00, 0.00, 0.04], [0.00, 0.02, 0.02], [-0.03, 0.01, 0.00], [0.05, -0.01, 0.01], [0.01, -0.08, -0.03], [0.00, 0.06, 0.00], [0.00, -0.08, 0.01], [-0.06, 0.11, -0.10], [0.00, -0.01, 0.01], [-0.01, -0.01, -0.01], [0.02, 0.01, 0.01], [0.00, 0.01, -0.01], [0.01, 0.00, 0.00], [-0.01, 0.03, 0.00], [0.01, 0.00, 0.01], [-0.03, 0.01, -0.01], [0.02, -0.01, 0.00], [0.03, 0.03, -0.02], [-0.01, -0.02, 0.00], [-0.01, 0.01, -0.01], [0.00, 0.01, -0.01], [0.00, -0.02, 0.00], [0.00, 0.00, 0.01], [0.00, 0.01, 0.01], [0.00, -0.03, 0.00], [0.01, 0.02, -0.01], [-0.03, 0.00, -0.09], [0.01, -0.05, 0.05], [0.00, 0.04, 0.06], [-0.01, 0.01, 0.00], [0.00, 0.00, 0.01], [0.01, 0.04, -0.03], [0.01, 0.01, 0.00], [-0.02, 0.01, 0.03], [-0.02, 0.01, 0.01], [-0.03, -0.11, 0.00], [-0.01, 0.11, -0.06], [0.05, -0.07, 0.12], [-0.01, -0.01, -0.10], [0.00, -0.03, 0.06], [0.02, 0.01, -0.06], [0.00, -0.01, 0.01], [0.00, 0.01, -0.01], [-0.01, 0.00, 0.01]]}

What did the first record say?
{"formula": "CHCl3F2Si", "method": "ωB97M-V/def2-TZVPD", "total_charge": 0, "molar_mass_da": 185.5, "homo_energy_ev": -9.6, "fmax_ev_per_a": 3.154, "relative_energy_kcal_mol": 49.3, "lumo_energy_ha": -0.040, "orbital_gap_ev": 8.5, "elements": ["C", "F", "F", "Si", "Cl", "Cl", "Cl", "H"], "coordinates": [[-1.410, -0.101, 1.690], [1.930, -0.880, -2.332], [0.469, 1.112, -2.354], [0.728, -0.163, -1.381], [-2.064, 1.243, 2.354], [1.653, 0.230, 0.339], [-0.580, -1.002, 2.791], [-0.726, -0.439, -1.107]], "forces_ev_per_angstrom": [[-0.06, -0.65, -1.81], [-2.33, 0.30, 1.75], [0.34, -0.41, 0.87], [0.67, 0.90, -2.95], [-0.71, 1.48, 0.77], [0.36, 0.17, 0.45], [0.70, -0.86, 1.12], [1.03, -0.94, -0.21]]}